w) Density functional theory data (ωB97M-V/def2-TZVPD) for the molecule C10H9NO2.

The SMILES is O=C[C@@]12C=CONC3=CC=C[C@@H]1[C@H]32. Its spin multiplicity is 1. The value obtained for the lowest unoccupied orbital energy is 0.2 eV. Its HOMO-LUMO gap is 8.55 eV. For the HOMO energy, the calculation gives -0.3066 Ha.

The geometry in XYZ format:
```
22
Properties=species:S:1:pos:R:3:mulliken_charge:R:1
O 3.46506 -0.26385 0.14827 -0.50
O -0.72794 -2.51579 0.19747 -0.31
N -1.20526 -1.86975 -1.00429 -0.38
C -1.83281 1.36536 0.64673 -0.46
C 0.37064 1.47891 -0.39619 -0.25
C 0.08425 0.24189 -1.18573 -0.37
C 0.84225 -0.76512 1.05217 -0.97
C -0.67976 2.02602 0.45651 -0.87
C -1.14626 -0.47760 -0.78399 -0.37
C 1.13363 0.15881 -0.07634 1.44
C 2.55146 0.23139 -0.45491 -0.27
C -2.02386 0.06054 0.08730 -0.05
C 0.10624 -1.88106 1.06614 -0.16
H -2.87023 -0.53028 0.40223 0.49
H 0.09077 -2.47814 1.97004 0.41
H -2.61873 1.78246 1.25558 0.38
H 1.01447 2.22532 -0.84730 0.46
H 2.72913 0.80180 -1.39196 0.30
H 0.40620 0.14097 -2.21661 0.35
H -0.58727 -2.17063 -1.75919 0.34
H -0.51041 3.00201 0.88484 0.43
H 1.40845 -0.56326 1.94924 0.34
```

---

x) Density functional theory data (ωB97M-V/def2-TZVPD) for a structure of composition C10H9NO2.

Its spin multiplicity is 1. The value obtained for the lowest unoccupied orbital energy is 0.7 eV. Its HOMO-LUMO gap is 9.04 eV. For the HOMO energy, the calculation gives -0.3055 Ha.

The geometry in XYZ format:
```
22
Properties=species:S:1:pos:R:3:mulliken_charge:R:1
O -3.68198 0.46563 -0.09654 -0.38
O 2.48371 -0.94548 -0.62216 -0.32
N 2.77621 0.83870 0.70370 -0.55
C -1.51929 1.39215 -0.33330 -1.03
C 3.88972 -0.77394 -0.41460 -0.36
C 0.46732 0.23071 -0.00022 0.43
C 3.99803 0.37623 0.30030 -0.05
C -2.29745 0.26982 -0.07351 0.85
C 1.94888 0.04033 0.07607 0.42
C -4.46403 -0.67635 0.04148 -0.78
C -0.24518 1.37980 -0.23208 -0.57
C -0.35879 -1.05315 0.29961 -0.79
C -1.68090 -1.00284 0.29124 -0.29
H 0.49293 1.97700 -0.08628 0.74
H -2.31213 -2.03005 0.63705 0.04
H -0.05107 -1.90858 0.44135 0.59
H -4.38785 -1.37129 1.23142 0.20
H 4.71308 -1.35213 -0.73427 0.42
H -5.53751 -0.15267 0.14052 0.23
H -2.20688 2.08776 -0.58991 0.57
H 5.22551 0.93451 0.82968 0.22
H -4.21328 -1.31336 -0.77599 0.42
```

---

The most stable of them is w).

---

w) Density functional theory data (ωB97M-V/def2-TZVPD) for a structure of composition C10H9NO2.

Its spin multiplicity is 1. The value obtained for the lowest unoccupied orbital energy (spin up / spin down) is 0.6 / 0.6 eV. Its HOMO-LUMO gap (spin up / spin down) is 7.42 / 7.42 eV. For the HOMO energy (spin up / spin down), the calculation gives -0.2511 / -0.2510 Ha.

The geometry in XYZ format:
```
22
Properties=species:S:1:pos:R:3:mulliken_charge:R:1
O -2.21464 1.74497 -0.57365 -0.17
O -0.36507 -1.53133 0.47953 -0.48
N -1.86588 0.10977 1.25997 -0.55
C 0.17784 1.06484 -0.32343 1.17
C 0.77101 1.23465 0.92984 -0.14
C -1.41730 -0.75292 0.41481 0.33
C 2.01782 0.83764 1.20324 -0.59
C 2.15849 -0.15339 -1.00132 -0.42
C 2.57222 -0.02261 0.30226 -0.46
C 0.92660 0.39388 -1.32613 -0.33
C -1.02476 1.74974 -0.76982 -0.94
C -2.56727 -0.71025 -0.44756 -0.39
C -2.84162 0.51547 0.29663 -0.07
H 0.20141 -1.23882 1.25290 0.45
H -3.79648 0.90303 0.61782 0.41
H 2.50330 0.97467 2.17316 0.35
H 0.21795 1.94484 1.65484 0.19
H -2.49671 -0.90380 -1.53353 0.28
H 3.52832 -0.48937 0.53305 0.35
H -3.27751 -1.63654 -0.08262 0.27
H 2.56040 -0.86218 -1.78727 0.30
H 0.58397 0.47209 -2.33571 0.44
```

---

x) Density functional theory data (ωB97M-V/def2-TZVPD) for a structure of composition C10H9NO2.

Its spin multiplicity is 1. The value obtained for the lowest unoccupied orbital energy is 0.2 eV. Its HOMO-LUMO gap is 8.04 eV. For the HOMO energy, the calculation gives -0.2879 Ha.

The geometry in XYZ format:
```
22
Properties=species:S:1:pos:R:3:mulliken_charge:R:1
O -1.54891 -2.11125 -0.33622 -0.68
O -0.09297 -2.28754 1.89181 -0.59
N 1.28525 -0.33899 3.05696 -0.61
C -0.18888 -1.07502 1.20607 0.38
C -0.61444 -1.07269 -0.02752 0.55
C -0.07514 -0.15056 -0.97989 0.14
C 0.44891 2.39718 -0.71227 -0.90
C 0.53472 -0.13223 1.78544 0.41
C 0.34704 2.34764 -2.10227 -0.35
C -0.17824 1.23447 -2.89048 -0.38
C 0.25837 1.05704 -0.29702 1.45
C 0.41456 1.08440 1.08957 -1.28
C -0.50980 0.00349 -2.39610 -0.86
H -0.62953 1.43331 -3.86393 0.33
H 0.55027 -0.65329 3.98744 0.31
H 1.13295 1.95908 1.19164 0.14
H -0.83815 -2.72911 1.36483 0.41
H 0.62704 3.07586 -2.96845 0.22
H 0.88701 3.31071 -0.41177 0.33
H -0.82219 -0.76401 -3.07934 0.34
H 2.14466 0.64610 3.02897 0.30
H -1.53643 -2.87765 -1.14612 0.35
```

---

The most stable of them is w).

---

w) Density functional theory data (ωB97M-V/def2-TZVPD) for a cluster of 2 separate species, C5H14N2O in total.

Its spin multiplicity is 1. The value obtained for the lowest unoccupied orbital energy is -7.7 eV. The total charge is +2. Its HOMO-LUMO gap is 10.25 eV. For the HOMO energy, the calculation gives -0.6592 Ha.

The geometry in XYZ format:
```
22
Properties=species:S:1:pos:R:3:mulliken_charge:R:1
O 0.45813 -3.04214 -0.51409 -0.65
N -2.62187 2.01704 -0.23043 -0.02
N 2.77238 -1.12005 0.26402 -0.22
C -0.51408 0.84536 0.29044 -0.19
C -1.21282 1.63072 -0.51510 -0.65
C 0.97503 0.65076 0.16469 -0.52
C -3.63078 1.47273 -0.77214 -0.07
C 1.58043 -0.47726 0.93967 -0.75
H 0.90753 -1.22841 1.34875 0.41
H 1.21595 0.77635 -0.89743 0.51
H 3.31600 -0.42040 -0.21302 0.34
H 3.29653 -1.64800 0.95218 0.38
H 1.95691 -0.07147 1.88713 0.38
H -2.61104 2.88936 0.29675 0.32
H -0.30529 -3.35533 -1.02420 0.30
H 1.30883 1.64478 0.50977 0.44
H 0.80856 -3.78165 0.03734 0.34
H -4.60315 1.89557 -0.54590 0.29
H 2.36241 -1.85492 -0.32562 0.31
H -0.86270 2.29837 -1.29457 0.39
H -3.50622 0.58810 -1.38339 0.29
H -1.09077 0.29051 1.02515 0.36
```

---

x) Density functional theory data (ωB97M-V/def2-TZVPD) for a cluster of 2 separate species, C5H14N2O in total.

Its spin multiplicity is 1. The value obtained for the lowest unoccupied orbital energy is -8.1 eV. The total charge is +2. Its HOMO-LUMO gap is 9.91 eV. For the HOMO energy, the calculation gives -0.6635 Ha.

The geometry in XYZ format:
```
22
Properties=species:S:1:pos:R:3:mulliken_charge:R:1
O 2.38216 0.90032 1.45434 -0.68
N -1.80475 1.28410 -0.23646 -0.01
N 1.75031 -1.75214 0.81986 -0.25
C -1.57581 2.43308 -0.66025 -0.06
C 0.26066 -0.17480 -0.67880 -0.30
C 0.37997 -1.30449 0.34060 -0.75
C -2.14102 -0.86199 -1.39689 -0.68
C -1.27962 0.00870 -0.77780 0.08
H 2.42162 -2.07503 0.15342 0.37
H 0.59045 -0.35385 -1.75441 0.34
H -1.92093 -1.94969 -1.80080 0.24
H -2.38020 1.18670 0.66152 0.37
H 0.85030 0.76511 -0.22912 0.35
H 1.89183 1.64908 1.87548 0.32
H 2.25311 -0.97339 1.32510 0.32
H -1.93661 3.32707 0.04235 0.26
H -1.14540 2.93083 -1.55548 0.33
H 1.67862 -2.45560 1.65621 0.45
H -0.29850 -1.03083 1.19985 0.32
H 3.34037 1.16577 1.48016 0.33
H -0.09716 -2.19068 -0.30702 0.35
H -3.21940 -0.52826 -1.61186 0.29
```

---

The most stable of them is w).

---

w) Density functional theory data (ωB97M-V/def2-TZVPD) for the ion C5H8BrN2 with charge +1.

The SMILES is N/C=C/C=C(/Br)C=[NH2+]. Its spin multiplicity is 1. The value obtained for the lowest unoccupied orbital energy is -4.7 eV. The total charge is +1. Its HOMO-LUMO gap is 7.18 eV. For the HOMO energy, the calculation gives -0.4363 Ha.

The geometry in XYZ format:
```
16
Properties=species:S:1:pos:R:3:mulliken_charge:R:1
Br -4.30286 0.06540 -0.06842 -0.09
N -1.22746 2.50558 0.78090 -0.14
N 2.02527 -1.76895 0.34134 -0.47
C -2.41739 0.24874 -0.45836 -0.27
C -1.59887 -0.81153 -0.30629 0.26
C -2.25350 1.96658 0.32560 -0.12
C 1.03211 -1.17905 -0.43325 0.06
C -0.27391 -1.31964 -0.12609 -0.56
H -0.48600 -2.24267 0.38202 0.19
H -3.20829 2.33437 0.50476 0.43
H 1.33008 -0.49991 -1.17254 0.41
H 2.97936 -1.78956 -0.01486 0.26
H -1.31532 3.15913 1.50886 0.28
H -0.34214 2.12006 0.56023 0.26
H -2.25790 -1.66529 -0.46741 0.22
H 2.00170 -2.70393 0.80204 0.26
```

---

x) Density functional theory data (ωB97M-V/def2-TZVPD) for the ion C5H8BrN2 with charge +1.

The SMILES is [NH3+][C@]1(Br)CC=CC=N1. Its spin multiplicity is 1. The value obtained for the lowest unoccupied orbital energy is -4.9 eV. The total charge is +1. Its HOMO-LUMO gap is 8.77 eV. For the HOMO energy, the calculation gives -0.5014 Ha.

The geometry in XYZ format:
```
16
Properties=species:S:1:pos:R:3:mulliken_charge:R:1
Br 1.34299 1.71786 -1.57947 -0.08
N 0.71171 -1.00709 -0.88502 -0.51
N 1.89585 0.10146 0.74596 -0.16
C -0.35627 -1.29077 -1.51185 -0.02
C -0.54522 0.62828 0.50889 -0.58
C 0.77533 0.14471 -0.15532 -0.15
C -1.71626 0.47227 -0.48181 -0.37
C -1.60304 -0.48725 -1.48496 -0.34
H -0.46429 -2.15942 -2.12592 0.42
H -0.57681 1.69077 0.87176 0.39
H -2.16488 -0.44327 -2.44604 0.37
H 2.68360 0.15384 -0.00265 0.51
H 1.79200 -0.66931 1.49486 0.39
H -2.70065 0.94875 -0.23117 0.37
H -0.91317 -0.00299 1.19366 0.43
H 2.07572 0.85485 1.40271 0.33
```

---

The most stable of them is x).